Entry P
Below is C6H9NO2 in the gas phase, with properties calculated with the ωB97M-V functional and the def2-TZVPD basis.

Calculated values
spin multiplicity: 1
SMILES: [H]/N=C1/CC(=O)[C@@](C)(O)C1
total charge: 0
orbital gap: 10.0505 eV
molecular weight: 127.14 g/mol

Element x y z (Å)
1 O 1.30972 0.12000 -1.49106
2 O -1.49588 -1.63883 -1.11480
3 N -1.19832 2.16719 1.45263
4 C 0.61838 -0.47666 -0.41551
5 C -1.61855 0.71409 -0.42933
6 C 0.52817 0.44048 0.79920
7 C -0.93126 -0.64150 -0.79606
8 C 1.26826 -1.82669 -0.15144
9 C -0.80634 1.26596 0.69385
10 H -1.60757 1.37761 -1.29738
11 H 0.46726 -0.16100 1.71233
12 H 2.11918 -1.71335 0.51067
13 H 0.56044 -2.52466 0.28654
14 H -0.53455 2.45720 2.20948
15 H 1.62146 -2.24022 -1.09562
16 H -2.65733 0.55592 -0.15001
17 H 1.38534 1.10528 0.89276
18 H 0.97159 1.01917 -1.61626

***

Entry Q
Below is C6H9NO2 in the gas phase, with properties calculated with the ωB97M-V functional and the def2-TZVPD basis.

Calculated values
spin multiplicity: 1
SMILES: CN(C)CC(=O)C=C=O
total charge: 0
orbital gap: 8.3788 eV
molecular weight: 127.14 g/mol

Element x y z (Å)
1 O 4.55977 1.36274 -0.10936
2 O 0.90274 -0.09672 -1.19683
3 N -1.36260 -0.23924 0.13857
4 C 2.41400 0.28677 0.63013
5 C -0.27357 -0.63302 0.91766
6 C 3.64355 0.74408 0.22487
7 C -1.48503 1.22071 0.05351
8 C -1.65192 -1.10153 -0.98953
9 C 1.12688 -0.09716 -0.02317
10 H -0.50062 1.65124 0.02398
11 H 2.53482 -0.12676 1.60706
12 H -1.70650 -0.56016 -1.95071
13 H -2.29588 1.55746 0.68005
14 H -0.16554 -0.15380 1.97559
15 H -0.22540 -1.76823 0.97667
16 H -1.89346 1.36634 -1.09099
17 H -0.91752 -1.92100 -0.93295
18 H -2.70373 -1.49172 -0.93455

***

Bottom line: entry P, by a margin of 60.8 kcal/mol.

***

Entry P
Below is 2 unconnected molecules or ions with the total composition C6H9NO2, with properties calculated with the ωB97M-V functional and the def2-TZVPD basis.

Calculated values
spin multiplicity: 1
SMILES: C#C[C@]1(C)CNC1=O.O
total charge: 0
orbital gap: 10.4063 eV
molecular weight: 127.14 g/mol

Element x y z (Å)
1 O 0.58734 0.80119 0.72644
2 O 1.22891 -0.17061 -1.84840
3 N 1.25160 -1.93264 -0.13199
4 C 0.70476 -1.04101 -1.19633
5 C -0.37312 -2.11042 -1.52365
6 C 0.26792 -2.98235 -0.39204
7 C -1.72794 -1.65228 -1.22135
8 C -2.86257 -1.29285 -0.99860
9 C -0.24748 -2.69513 -2.92921
10 H 0.95272 -0.15748 1.04330
11 H -3.87679 -1.04155 -0.74192
12 H -0.49670 -1.93447 -3.68000
13 H 2.18513 -2.06205 0.24072
14 H 0.71424 -3.90375 -0.78557
15 H 0.78006 -3.03976 -3.10233
16 H -0.37216 0.74221 0.82224
17 H -0.93093 -3.54645 -3.04304
18 H -0.40778 -3.18575 0.44906

***

Entry Q
Below is C6H9NO2 in the gas phase, with properties calculated with the ωB97M-V functional and the def2-TZVPD basis.

Calculated values
spin multiplicity: 1
SMILES: CNc1ccoc1OC
total charge: 0
orbital gap: 7.2498 eV
molecular weight: 127.14 g/mol

Element x y z (Å)
1 O -1.81421 -0.66584 -0.14169
2 O -0.55104 1.17916 -0.28748
3 N 1.72356 -0.69106 0.18897
4 C -1.55574 2.12986 -0.52674
5 C -0.30023 -2.31322 0.05696
6 C -0.60353 -0.11308 -0.16524
7 C 0.45418 -1.07224 -0.09196
8 C 2.22560 0.66106 0.38004
9 C -1.60322 -2.05717 0.14869
10 H 1.77549 1.29288 1.12768
11 H 2.41184 -1.50352 0.30708
12 H -2.25243 1.83873 -1.31046
13 H 2.18316 1.18846 -0.56517
14 H -2.13975 2.18048 0.44460
15 H 3.30871 0.65980 0.58837
16 H -1.08851 3.11695 -0.60157
17 H 0.28116 -3.26512 0.03942
18 H -2.45503 -2.56612 0.40850

***

Bottom line: entry P, by a margin of 1.8 kcal/mol.

***

Entry P
Below is 2 unconnected molecules or ions with the total composition C4H3Br, with properties calculated with the ωB97M-V functional and the def2-TZVPD basis.

Calculated values
spin multiplicity: 1
total charge: 0
orbital gap (alpha / beta): 5.6093 / 5.6252 eV
molecular weight: 130.97 g/mol

Element x y z (Å)
1 Br -0.70506 2.56594 0.47369
2 C 0.00176 0.99264 0.01566
3 C 1.67490 -0.49829 1.22287
4 C -1.07043 -0.87133 -1.18198
5 C 0.98550 0.28592 0.56426
6 H -0.90584 -0.47609 -2.22883
7 H -1.91039 -0.60319 -0.63802
8 H 1.92956 -1.39559 1.77235

***

Entry Q
Below is a molecular structure, C4H3Br, with properties calculated with the ωB97M-V functional and the def2-TZVPD basis.

Calculated values
spin multiplicity: 1
total charge: 0
orbital gap: 9.2656 eV
molecular weight: 130.97 g/mol

Element x y z (Å)
1 Br 2.27288 -0.24133 -0.34045
2 C -0.22483 1.52356 0.20414
3 C -1.14842 -0.51799 -0.33585
4 C -1.03600 -1.68766 -0.07868
5 C 1.02189 1.14578 0.06059
6 H 1.38765 1.94680 0.69671
7 H -1.19997 -2.76420 -0.03063
8 H -1.07322 0.59504 -0.17583

***

Bottom line: entry Q, by a margin of 47.1 kcal/mol.